Entry from the OMol25 dataset: one molecule with the formula C6H7O2P in a non-equilibrium geometry (wB97M-V/def2-TZVPD).

Each line ends with the natural charge from an NBO analysis.
CARTESIAN COORDINATES (ANGSTROEM)
C (-1.229, 1.903, -0.535)  -0.13
C (-0.145, 1.540, -1.236)  -0.27
C (-1.738, 1.281, 0.641)  -0.58
C (0.883, 0.534, -0.982)  -0.20
C (-1.532, 0.097, 1.255)  0.80
C (0.794, -0.296, 0.185)  -0.76
O (0.645, -2.905, 0.391)  -0.98
O (-1.542, -0.959, 1.847)  -0.52
P (1.685, -1.764, 0.319)  1.40
H (-1.740, 2.771, -0.811)  0.21
H (-0.153, 2.028, -2.181)  0.20
H (-2.356, 2.056, 1.060)  0.27
H (1.573, 0.359, -1.821)  0.19
H (-0.219, -2.415, 0.713)  0.54
H (2.391, -1.814, 1.516)  -0.09
H (2.683, -2.415, -0.360)  -0.08

Its energy above the lowest of the compared OMol25 structures with the same formula, charge and spin is 291.7 kJ/mol. The HOMO energy (spin up / spin down) is -0.2830 / -0.2830 hartree. The total charge is 0.

=====

Entry from the OMol25 dataset: one molecule with the formula C8H11N5 in a non-equilibrium geometry (wB97M-V/def2-TZVPD).

Each line ends with the natural charge from an NBO analysis.
CARTESIAN COORDINATES (ANGSTROEM)
C (3.382, 0.619, -0.115)  -0.41
N (2.190, -0.158, 0.025)  -0.39
C (2.426, -1.591, 0.104)  -0.42
C (0.876, 0.335, 0.022)  0.45
N (0.781, 1.669, 0.170)  -0.55
C (-0.420, 2.326, -0.017)  0.27
N (-1.592, 1.733, -0.058)  -0.52
C (-1.448, 0.423, 0.012)  0.33
C (-0.345, -0.356, -0.089)  -0.05
N (-0.709, -1.672, -0.068)  -0.46
C (-1.999, -1.653, -0.022)  0.22
N (-2.504, -0.408, -0.023)  -0.37
C (-3.786, 0.167, 0.052)  -0.43
H (3.154, 1.656, -0.407)  0.24
H (3.987, 0.288, -0.895)  0.19
H (3.940, 0.610, 0.823)  0.19
H (3.019, -1.890, 1.030)  0.19
H (1.439, -2.103, 0.179)  0.25
H (3.020, -1.811, -0.794)  0.19
H (-0.230, 3.430, -0.024)  0.19
H (-2.597, -2.569, -0.142)  0.20
H (-4.272, 0.097, 1.131)  0.21
H (-3.720, 1.268, -0.252)  0.27
H (-4.593, -0.409, -0.642)  0.21

Its energy above the lowest of the compared OMol25 structures with the same formula, charge and spin is 70.3 kJ/mol. The SMILES is CN(C)c1ncnc2c1ncn2C. The HOMO energy is -0.2987 hartree. The total charge is 0.

=====

What did we get for M? Answer: 142.094, 177.211 g/mol, in the order shown.